Model i:
A 2-piece molecular cluster, C7H11O overall, computed with ωB97M-V/def2-TZVPD.

The calculation puts the LUMO energy at 2.403 eV. Its total charge is -1. The frontier orbital gap comes out at 5.223 eV. The value obtained for the HOMO energy is -2.82 eV.

Cartesian coordinates (Å):
C 1.918 0.086 0.072
O 3.173 -0.072 0.395
C 0.829 -0.306 1.172
C -0.391 -0.977 0.557
C -0.875 0.135 -0.446
C -1.563 1.351 0.202
C -3.556 -0.138 -0.511
C -2.185 0.295 -0.603
H 1.627 1.160 -0.149
H 1.483 -0.461 -0.839
H 1.298 -1.061 1.819
H 0.538 0.514 1.826
H -1.155 -1.144 1.344
H -0.203 -1.868 -0.090
H -2.177 2.245 0.220
H 4.778 0.505 -2.030
H -3.852 -0.827 0.282
H -3.939 -0.389 -1.485
H 4.256 0.952 -1.734

Atom charges from the Löwdin analysis, given in e for atoms 1 to 4: -0.586 -0.329 -0.240 -0.184

***

Model ii:
C7H11O as an isolated structure, computed with ωB97M-V/def2-TZVPD.

The calculation puts the LUMO energy at 2.839 eV. Its total charge is -1. The frontier orbital gap comes out at 5.182 eV. The value obtained for the HOMO energy is -2.34 eV.

Cartesian coordinates (Å):
C 1.344 -2.808 0.053
O 1.894 -3.589 1.002
C 0.932 -1.408 0.546
C 0.407 -0.491 -0.563
C 0.124 0.929 -0.181
C -1.139 1.220 0.341
C -1.678 2.535 0.758
C -1.661 2.814 -0.601
H 2.055 -2.656 -0.806
H 0.413 -3.284 -0.386
H 1.786 -0.965 1.049
H 0.149 -1.519 1.326
H -0.494 -0.949 -0.990
H 1.152 -0.555 -1.374
H 0.980 1.493 0.160
H -1.827 0.379 0.456
H -1.249 3.071 1.597
H -2.396 2.470 -1.309
H -0.794 3.314 -1.079

Atom charges from the Löwdin analysis, given in e for atoms 1 to 4: -0.585 -0.378 -0.230 -0.255

***

The most stable arrangement is model ii, and the next structure is 401.3 kJ/mol less stable.

***

Model i:
One molecule with the formula CHNO, computed with ωB97M-V/def2-TZVPD.

The calculation puts the LUMO energy at 0.749 eV. The SMILES is N=C=O. The frontier orbital gap comes out at 11.921 eV. The value obtained for the HOMO energy is -11.17 eV.

Cartesian coordinates (Å):
C 1.683 -0.153 -0.039
N 0.508 -0.466 0.010
O 2.814 0.112 0.013
H -0.278 0.094 0.106

For each atom in turn, the Löwdin charge in e is: -0.389 0.177 0.160 0.052

***

Model ii:
One molecule with the formula CHNO, computed with ωB97M-V/def2-TZVPD.

The calculation puts the LUMO energy at 0.682 eV. The SMILES is N=C=O. The frontier orbital gap comes out at 11.938 eV. The value obtained for the HOMO energy is -11.26 eV.

Cartesian coordinates (Å):
C 0.452 0.004 0.044
N -0.686 0.379 0.075
O 1.591 -0.163 0.039
H -1.358 -0.220 -0.158

For each atom in turn, the Löwdin charge in e is: -0.403 0.201 0.181 0.022

***

Model iii:
One molecule with the formula CHNO, computed with ωB97M-V/def2-TZVPD.

The calculation puts the LUMO energy at 0.082 eV. The SMILES is N#CO. The frontier orbital gap comes out at 11.427 eV. The value obtained for the HOMO energy is -11.34 eV.

Cartesian coordinates (Å):
C 1.502 0.126 0.077
N 2.596 -0.150 -0.036
O 0.370 0.659 -0.032
H -0.284 -0.052 0.021

For each atom in turn, the Löwdin charge in e is: -0.443 0.155 0.145 0.143

***

The most stable arrangement is model i, and the next structure is 12.4 kJ/mol less stable.

***

Model i:
A 11-piece molecular cluster, C4H29NO12 overall, computed with ωB97M-V/def2-TZVPD.

The calculation puts the LUMO energy at 0.151 eV. The SMILES is CCC(=O)NCO.O.O.O.O.O.O.O.O.O.O. The frontier orbital gap comes out at 10.318 eV. The value obtained for the HOMO energy is -10.17 eV.

Cartesian coordinates (Å):
O 0.126 2.887 -0.476
C 0.789 2.041 -1.082
N 0.574 0.740 -0.798
C 1.259 -0.470 -1.176
O 0.307 -1.334 -1.817
C 1.832 2.408 -2.078
C 3.264 2.142 -1.562
H -0.193 0.520 -0.172
H 1.995 -0.329 -1.961
H 1.693 -1.012 -0.343
H -0.421 -1.498 -1.206
H 1.653 1.892 -3.021
H 1.837 3.487 -2.181
H 4.084 1.812 -2.192
H 3.630 2.923 -0.892
H 3.177 1.321 -0.829
H -0.378 -3.874 -0.185
H -1.652 -3.453 -0.790
O -1.117 -4.250 -0.694
H -0.423 -0.038 2.427
H -0.784 0.510 3.818
O -0.034 0.233 3.282
H -3.024 4.083 -1.267
H -1.994 3.246 -0.314
O -2.839 3.288 -0.775
H 2.913 -0.177 1.974
H 1.936 -0.904 2.930
O 2.278 -0.892 2.028
H -2.008 0.509 -1.205
H -3.104 1.478 -0.638
O -2.924 0.567 -0.928
H 3.416 -2.993 -1.724
H 2.044 -2.812 -2.413
O 2.497 -2.777 -1.565
H -3.299 -2.971 1.301
H -1.979 -3.844 1.408
O -2.518 -3.166 1.825
H -1.511 -1.087 1.736
H -2.324 -0.105 0.943
O -1.437 -0.499 0.964
H 0.663 -3.218 2.010
H 0.697 -1.928 1.209
O 0.191 -2.747 1.316
H -0.587 3.514 1.096
H -0.831 2.909 2.467
O -1.076 3.659 1.920

Atom charges from the Löwdin analysis, given in e for atoms 1 to 4: 0.016 -0.454 0.118 -0.241

***

Model ii:
A 11-piece molecular cluster, C4H29NO12 overall, computed with ωB97M-V/def2-TZVPD.

The calculation puts the LUMO energy at 0.171 eV. The SMILES is CN[C@H](C)C(=O)O.O.O.O.O.O.O.O.O.O.O. The frontier orbital gap comes out at 9.443 eV. The value obtained for the HOMO energy is -9.27 eV.

Cartesian coordinates (Å):
C 1.127 1.126 2.144
N -0.009 0.241 2.371
C -1.130 -0.077 0.014
C -1.165 0.386 1.469
C -1.722 1.797 1.516
O -2.384 2.101 2.633
O -1.778 2.518 0.541
H 2.034 0.526 2.102
H 1.156 1.910 2.911
H 1.055 1.756 1.247
H 0.277 -0.738 2.340
H -0.531 -0.971 -0.127
H -2.109 -0.438 -0.299
H -0.993 0.693 -0.738
H -1.897 -0.201 2.014
H -2.998 2.836 2.581
H -3.614 1.110 -1.199
H -3.020 1.182 -2.660
O -3.321 0.601 -1.956
H 2.078 -2.636 -3.655
H 2.494 -3.216 -2.372
O 2.902 -2.845 -3.169
H -1.098 -0.471 4.271
H -0.996 -2.026 3.980
O -1.572 -1.313 4.285
H 1.033 -2.041 0.954
H 1.738 -2.945 1.999
O 0.906 -2.499 1.813
H -3.245 -1.122 3.186
H -3.416 -2.550 3.210
O -3.707 -1.806 2.672
H -0.999 2.876 -1.373
H 0.036 4.168 -1.765
O -0.436 3.373 -1.981
H 4.520 -0.238 -2.367
H 3.313 -1.303 -2.598
O 3.659 -0.530 -2.073
H 2.274 1.044 -2.891
H 1.107 2.015 -2.973
O 1.845 1.672 -3.486
H 2.550 -0.716 -0.763
H 1.481 0.007 -0.099
O 1.715 -0.916 -0.269
H 1.395 -0.543 -4.396
H 0.574 -0.621 -3.159
O 0.870 -1.175 -3.887

Atom charges from the Löwdin analysis, given in e for atoms 1 to 4: -0.107 -0.073 -0.029 -0.282

***

The most stable arrangement is model i, and the next structure is 14.7 kJ/mol less stable.

***

Model i:
A 2-piece molecular cluster, C2H8NS overall, computed with ωB97M-V/def2-TZVPD.

The calculation puts the LUMO energy at 3.809 eV. Its total charge is -1. The frontier orbital gap comes out at 6.287 eV. The value obtained for the HOMO energy is -2.48 eV.

Cartesian coordinates (Å):
S -1.193 -0.698 -3.691
H -1.912 -1.779 -3.271
C 0.316 1.373 -0.091
N 0.723 0.606 1.350
C 0.384 -0.821 1.190
H 0.677 0.742 -0.982
H -0.801 1.126 0.040
H 0.915 2.279 -0.063
H 0.022 0.992 1.961
H -0.644 -1.103 1.476
H 1.013 -1.377 1.882
H 0.498 -1.340 0.199

Atom charges from the Löwdin analysis, given in e for atoms 1 to 4: -0.445 -0.503 -0.067 -0.185

***

Model ii:
A 2-piece molecular cluster, C2H8NS overall, computed with ωB97M-V/def2-TZVPD.

The calculation puts the LUMO energy at 4.165 eV. Its total charge is -1. The frontier orbital gap comes out at 6.876 eV. The value obtained for the HOMO energy is -2.71 eV.

Cartesian coordinates (Å):
S 0.116 3.055 -0.067
H -0.689 3.880 0.620
C 0.315 -1.244 -1.031
C 0.348 -0.743 0.411
N -0.934 -0.158 0.793
H -0.705 -1.443 -1.371
H 0.864 -2.175 -1.165
H 0.729 -0.493 -1.697
H 1.165 -0.021 0.491
H 0.620 -1.564 1.085
H -1.014 0.676 0.206
H -0.812 0.230 1.724

Atom charges from the Löwdin analysis, given in e for atoms 1 to 4: -0.280 -0.487 -0.126 -0.391

***

The most stable arrangement is model ii, and the next structure is 176.7 kJ/mol less stable.